(1)
55
Properties=species:S:1:pos:R:3:forces:R:3 method="wB97M-V/def2-TZVPD" homo_ev="-5.211 / -4.429" homo_lumo_gap_ev="7.274 / 6.459" e_above_lowest_kcal_mol=1.36 s_squared=0.82 multiplicity=2 molar_mass_g_mol=652.43 total_energy_ha=-4030.36331 charge=-1
Mn -0.0547 -0.2966 -0.0113 -0.004 -0.284 0.336
C 1.0539 -0.2153 4.1466 0.015 0.009 0.017
C 1.0722 -0.0191 2.7585 0.008 -0.017 -0.066
N 0.1838 -0.5765 1.9601 -0.025 -0.144 0.170
C -0.7769 -1.3497 2.5126 -0.004 0.008 0.004
C -0.8723 -1.6101 3.8801 0.015 0.015 0.024
C 0.0884 -1.0094 4.7107 -0.012 -0.017 -0.014
C -1.9326 -2.4604 4.3475 -0.055 -0.038 -0.022
C -2.8260 -3.0037 3.4906 0.049 0.024 0.034
C -2.7486 -2.7451 2.0788 -0.007 0.003 0.002
C -3.6371 -3.2652 1.1232 -0.013 -0.009 0.034
C -3.4693 -2.9405 -0.1988 0.002 0.016 -0.026
C -2.4186 -2.0915 -0.5751 -0.009 0.009 0.049
N -1.5733 -1.5962 0.3052 -0.151 0.005 0.107
C -1.7304 -1.9150 1.6075 -0.001 0.018 -0.055
H 1.8060 0.2660 4.7560 0.006 0.004 -0.012
H 1.8159 0.5974 2.2715 0.014 0.003 0.033
H 0.0574 -1.1770 5.7808 -0.004 0.003 0.001
H -2.0057 -2.6623 5.4094 0.021 0.018 0.006
H -3.6181 -3.6435 3.8607 -0.011 -0.004 -0.023
H -4.4466 -3.9126 1.4395 0.001 -0.002 -0.004
H -4.1381 -3.3213 -0.9578 0.002 0.001 -0.002
H -2.2580 -1.7980 -1.6047 -0.006 -0.013 -0.011
O 0.9639 -1.9916 -0.9240 0.095 -0.035 0.097
S 0.6834 -1.4789 -2.2710 -0.157 0.448 -0.246
O 0.2092 -2.4323 -3.2382 0.025 -0.143 0.128
O -0.2295 -0.3212 -2.0840 0.076 -0.005 -0.379
C 2.1963 -0.8067 -2.9611 0.042 -0.025 0.000
C 2.3891 -1.0760 -4.3121 -0.019 0.005 0.035
C 3.4854 -0.5691 -4.9897 0.012 -0.011 -0.022
C 4.4029 0.2173 -4.3154 0.006 0.007 -0.003
C 4.2187 0.4889 -2.9694 -0.031 -0.025 0.006
C 3.1256 -0.0173 -2.2749 -0.040 0.018 0.018
S 3.1184 0.3797 -0.5140 -0.020 -0.082 0.084
O 3.6382 -0.7942 0.1453 0.002 0.001 0.020
O 3.9239 1.5742 -0.4041 0.007 -0.013 -0.007
O 1.7143 0.6682 -0.1556 -0.021 0.345 -0.099
H 1.6610 -1.6920 -4.8188 0.000 -0.003 -0.009
H 3.6157 -0.7896 -6.0417 -0.001 -0.001 0.000
H 5.2625 0.6237 -4.8337 0.001 0.005 0.005
H 4.9153 1.1093 -2.4239 0.013 0.001 -0.015
C -0.6167 2.7869 -1.0423 -0.050 0.019 0.059
C -1.6488 2.2578 -0.0369 0.056 0.060 0.012
O -1.2849 1.1232 0.6131 0.147 -0.088 -0.249
C -2.9817 2.0013 -0.7846 -0.005 -0.047 0.011
F -2.8148 1.0427 -1.7118 0.011 -0.004 0.003
F -3.9680 1.5787 0.0270 -0.006 0.009 0.006
F -3.4598 3.0859 -1.4377 -0.008 0.022 -0.012
C -1.8681 3.3462 1.0424 0.014 -0.018 0.029
F -0.7145 3.6003 1.6839 0.010 -0.001 -0.003
F -2.7602 2.9895 1.9811 -0.005 0.001 0.000
F -2.2935 4.5298 0.5400 -0.013 0.017 -0.008
H -0.4920 2.0519 -1.8336 0.044 -0.025 -0.013
H 0.3311 2.8953 -0.5186 0.019 -0.027 -0.047
H -0.9094 3.7438 -1.4758 -0.035 -0.013 0.016

---

(2)
49
Properties=species:S:1:pos:R:3:forces:R:3 method="wB97M-V/def2-TZVPD" homo_ev=-9.155 homo_lumo_gap_ev=8.833 e_above_lowest_kcal_mol=60.49 molar_mass_g_mol=479.38 smiles="Cc1c(C(=O)NCc2cc(C(F)(F)F)cc(C(F)(F)F)c2)c(-c2ccccc2)cc2nnnn12" total_energy_ha=-1795.46814
C -2.5825 1.6955 3.5697 -0.661 -0.082 2.558
C -2.2024 0.2643 3.2349 0.108 0.016 -1.780
C -1.9995 -0.1120 1.8849 0.990 -1.262 1.585
C -1.7826 0.8502 0.7042 0.719 -1.125 0.358
O -2.4547 1.8294 0.6574 -1.480 2.265 -0.074
N -0.8050 0.6558 -0.2602 0.957 -2.649 0.408
C -0.6377 1.6393 -1.3518 1.374 -1.323 -0.307
C 0.9121 1.7416 -1.5913 2.909 -0.822 -1.460
C 1.5645 0.7708 -2.4343 1.444 0.718 1.785
C 3.0001 0.7336 -2.5985 -3.184 0.976 0.524
C 3.5995 -0.4112 -3.3931 0.164 -0.515 -0.367
F 4.4427 0.1628 -4.3177 -0.208 -1.463 1.151
F 2.7015 -1.1840 -4.1540 1.541 1.351 1.826
F 4.2788 -1.3065 -2.5123 -1.027 1.702 -2.278
C 3.7884 1.8301 -2.1365 -1.534 -3.008 -0.997
C 3.2338 2.8485 -1.3972 -2.051 -1.046 -0.856
C 4.1236 4.0463 -1.1393 -2.403 -2.404 -0.721
F 3.4798 4.7910 -0.2819 0.788 1.327 1.553
F 4.2264 4.8357 -2.2777 1.427 -1.335 1.545
F 5.2414 3.4177 -0.6184 0.050 2.689 -0.795
C 1.8451 2.6972 -1.0434 -2.812 1.269 -0.406
C -1.8617 -1.5216 1.6461 0.823 -0.422 -0.351
C -1.5896 -2.0837 0.2832 -0.075 0.137 0.440
C -0.2615 -2.5034 -0.0494 -0.184 -0.281 -0.010
C -0.0930 -3.2816 -1.2052 -2.283 1.742 0.023
C -1.2168 -3.4287 -2.0502 1.884 0.005 -0.245
C -2.4292 -2.8991 -1.7738 -0.067 0.099 1.237
C -2.6774 -2.2493 -0.5603 0.480 -0.915 -0.893
C -1.9058 -2.4602 2.6216 -0.195 -0.738 1.623
C -1.9321 -2.0841 4.0154 -0.235 1.183 -1.369
N -1.8478 -2.7203 5.1546 0.795 0.742 0.981
N -1.8437 -1.7186 6.1103 -1.395 -0.923 -0.057
N -2.1150 -0.5610 5.6460 1.356 -0.572 -1.403
N -2.0526 -0.7463 4.2683 -1.275 2.345 -1.754
H -1.7118 2.3501 3.6962 0.076 -0.347 0.146
H -3.2649 2.2926 2.9291 0.441 -1.308 -0.127
H -3.0892 1.6013 4.5869 0.705 0.505 -1.100
H -0.3180 -0.3330 -0.4007 -1.530 3.102 0.523
H -1.0303 2.6045 -1.0519 -0.251 -0.102 0.017
H -1.1846 1.2159 -2.2676 0.950 0.996 1.019
H 0.9913 -0.0622 -2.7506 -0.469 -0.637 -0.771
H 4.7848 1.6268 -2.4214 1.360 1.060 0.116
H 1.1719 3.4238 -0.4803 2.009 -0.247 -0.307
H 0.5946 -2.1684 0.5992 -0.986 -0.717 -0.581
H 0.7951 -3.5902 -1.6580 1.683 -0.471 0.150
H -1.0699 -3.8321 -3.0446 0.080 -0.424 0.153
H -3.1579 -3.1216 -2.4858 -1.516 0.154 -0.854
H -3.7148 -2.0101 -0.3399 0.385 0.360 0.418
H -1.9434 -3.5355 2.4394 0.319 0.395 -0.275

---

(3)
52
Properties=species:S:1:pos:R:3:forces:R:3 method="wB97M-V/def2-TZVPD" homo_ev=-11.660 homo_lumo_gap_ev=7.786 e_above_lowest_kcal_mol=2.19 molar_mass_g_mol=673.20 total_energy_ha=-2912.49488 charge=+1
Sn -0.1031 1.1871 -0.1849 0.245 0.472 0.184
F -0.3589 1.1738 -5.5392 0.033 0.005 0.016
C -1.0330 0.7831 -4.4816 -0.007 -0.028 -0.005
F -2.2722 0.4742 -4.8110 -0.002 0.024 -0.020
F -0.4411 -0.2645 -3.9250 -0.004 0.003 -0.014
S -1.0722 2.2076 -3.2494 0.298 0.028 0.028
O -0.0646 1.7672 -2.2179 -0.137 -0.074 -0.029
O -0.7302 3.3950 -3.9315 -0.052 0.010 -0.041
N -2.5129 2.2399 -2.6376 -0.193 -0.014 0.147
S -2.8135 1.2444 -1.4693 0.063 -0.135 -0.206
O -2.4737 -0.1239 -1.7243 -0.101 -0.143 -0.004
O -2.1903 1.7454 -0.2002 -0.162 -0.221 -0.143
C -4.6555 1.3579 -1.2658 0.007 0.184 0.166
F -5.0120 2.5965 -1.0116 0.025 0.028 -0.006
F -5.1966 0.9298 -2.3834 0.003 -0.009 -0.031
F -4.9680 0.5650 -0.2585 0.017 0.008 -0.018
F 1.7680 6.3910 2.5194 -0.001 -0.002 0.004
C 1.3825 5.2612 1.9286 -0.004 -0.012 -0.013
C 1.1629 5.2697 0.5617 0.011 -0.001 0.061
C 0.7606 4.0958 -0.0498 -0.051 0.018 -0.124
C 0.5886 2.9377 0.7069 0.017 -0.111 0.048
C 0.8241 2.9571 2.0837 0.011 -0.112 0.061
C 1.2210 4.1272 2.7060 0.008 0.045 -0.069
H 1.3061 6.1829 0.0017 0.003 -0.001 -0.008
H 0.5884 4.1014 -1.1195 -0.003 -0.015 0.021
H 0.7082 2.0629 2.6859 0.003 0.000 -0.015
H 1.4087 4.1734 3.7692 -0.003 -0.006 0.010
C 0.6613 -5.9879 -0.5859 -0.006 -0.009 -0.002
C 1.4905 -5.1624 0.1640 0.013 -0.011 -0.001
C 1.3016 -3.7929 0.1611 -0.018 0.045 0.005
C 0.2768 -3.2287 -0.6062 0.024 -0.075 0.014
C -0.5286 -4.0677 -1.3822 -0.007 0.009 0.019
C -0.3497 -5.4400 -1.3613 0.013 0.012 0.003
C -0.0034 -1.7957 -0.6906 -0.145 0.204 -0.306
C 0.3382 -0.8101 0.1521 0.061 -0.324 0.217
C 1.0089 -0.9455 1.4740 0.003 0.209 0.013
C 2.2559 -0.3656 1.6971 0.082 -0.033 0.084
C 2.8586 -0.4560 2.9459 -0.008 0.005 -0.054
C 2.2144 -1.1191 3.9789 -0.030 -0.018 0.001
C 0.9648 -1.6906 3.7646 0.027 -0.001 0.011
C 0.3595 -1.5993 2.5230 -0.023 0.027 -0.026
H 0.8132 -7.0589 -0.5735 -0.001 -0.004 0.000
H 2.2912 -5.5913 0.7512 0.002 0.002 0.000
H 1.9642 -3.1657 0.7395 0.000 0.015 0.010
H -1.3065 -3.6333 -1.9989 -0.009 -0.003 -0.003
H -0.9889 -6.0780 -1.9558 0.000 -0.005 -0.005
H -0.5836 -1.5283 -1.5689 0.013 0.004 0.038
H 2.7796 0.1353 0.8891 -0.028 0.007 -0.025
H 3.8328 -0.0134 3.1043 0.006 -0.001 0.009
H 2.6821 -1.1928 4.9512 0.006 0.003 0.004
H 0.4603 -2.2084 4.5692 -0.001 0.003 0.008
H -0.6143 -2.0425 2.3555 0.000 -0.004 -0.013

---

(4)
48
Properties=species:S:1:pos:R:3:forces:R:3 method="wB97M-V/def2-TZVPD" homo_ev=-10.532 homo_lumo_gap_ev=6.314 molar_mass_g_mol=667.56 total_energy_ha=-2596.77227 charge=+1
Au 1.3889 0.6387 0.1855 -0.620 -0.694 0.234
S 1.2196 2.8981 0.5263 -0.083 -0.031 0.098
C -0.4556 3.2619 0.1957 -0.003 0.047 -0.035
N -1.2369 2.5352 -0.5150 0.059 0.078 -0.158
C -2.4971 3.1150 -0.5946 0.042 -0.002 0.037
C -3.5878 2.5765 -1.2742 0.002 0.001 0.011
C -4.7829 3.2657 -1.2587 0.002 -0.010 0.000
C -4.9009 4.4879 -0.5869 -0.003 -0.006 0.003
C -3.8246 5.0417 0.0784 0.005 0.007 -0.003
C -2.6247 4.3376 0.0744 -0.001 0.042 -0.016
S -1.1147 4.7485 0.8323 -0.074 -0.091 0.046
H -3.4751 1.6389 -1.8012 -0.011 -0.015 0.009
H -5.6428 2.8596 -1.7743 0.002 0.010 -0.013
H -5.8496 5.0071 -0.5884 0.005 0.012 -0.011
H -3.9142 5.9907 0.5890 -0.012 -0.003 0.009
F 6.1280 3.1502 0.3812 -0.005 -0.009 -0.008
C 5.4616 2.0056 0.2564 -0.052 0.053 0.031
C 4.0748 2.0428 0.2973 0.130 -0.219 0.015
C 3.4081 0.8466 0.1754 -0.144 0.212 -0.155
C 4.0645 -0.3846 0.0062 0.051 0.098 0.023
C 5.4583 -0.3281 -0.0387 -0.091 -0.083 0.012
F 6.1594 -1.4560 -0.2151 0.026 0.021 0.012
C 6.1740 0.8405 0.0860 0.088 0.007 -0.009
C 3.2593 -1.6020 -0.1192 0.043 0.065 -0.008
C 3.7489 -2.8990 -0.2311 -0.042 -0.019 -0.020
C 2.8607 -3.9516 -0.3532 0.045 0.008 0.002
C 1.4992 -3.7016 -0.3613 -0.073 -0.011 -0.013
C 1.0702 -2.3988 -0.2345 0.085 -0.034 -0.001
N 1.9254 -1.3791 -0.1149 0.041 -0.006 0.070
H 3.5851 2.9961 0.4174 0.034 0.035 -0.024
H 7.2535 0.8360 0.0468 0.002 -0.001 -0.001
H 4.8090 -3.0801 -0.2220 -0.001 0.003 -0.006
H 3.2351 -4.9624 -0.4426 0.003 -0.001 0.003
H 0.7771 -4.4995 -0.4589 -0.007 0.001 0.004
H 0.0281 -2.1285 -0.2225 0.048 0.003 -0.011
C -2.4408 -2.5790 -1.2939 -0.050 0.018 -0.047
N -2.5496 -2.5546 0.1578 0.057 0.037 -0.001
C -3.1662 -3.5197 0.9347 0.000 -0.021 0.040
C -3.0961 -3.1087 2.2175 -0.051 -0.006 -0.032
N -2.4361 -1.9004 2.2015 0.033 -0.006 -0.036
C -2.0962 -1.5533 0.9428 0.505 -0.344 0.285
S -1.3509 -0.1033 0.4511 0.068 0.839 -0.330
H -3.1665 -3.2869 -1.6841 -0.011 0.006 0.013
H -1.4422 -2.8796 -1.6067 -0.020 -0.020 -0.013
H -2.6449 -1.5847 -1.6830 0.000 0.000 0.009
H -3.5937 -4.4079 0.5062 -0.041 0.020 -0.009
H -3.4650 -3.5581 3.1209 0.004 -0.005 0.003
H -2.2337 -1.3134 2.9943 0.014 0.011 -0.010